No. 1
{"formula": "C5H10O2", "method": "the ωB97M-V functional and the def2-TZVPD basis", "symbols": ["C", "C", "C", "O", "C", "C", "O", "H", "H", "H", "H", "H", "H", "H", "H", "H", "H"], "positions_angstrom": [[-2.20775, -0.54415, -0.78244], [-0.91996, 0.27460, -0.77656], [-0.04561, -0.03155, 0.44866], [0.22080, -1.40605, 0.60968], [1.23445, 0.83604, 0.46538], [2.46679, 0.27691, -0.20286], [2.69408, -0.89818, -0.40756], [-2.86826, -0.24194, -1.60233], [-1.98828, -1.61039, -0.88220], [-2.75960, -0.40802, 0.15599], [-0.35670, 0.10435, -1.70603], [-1.16664, 1.34589, -0.75234], [-0.63906, 0.24759, 1.32957], [1.00567, -1.61680, 0.07776], [1.54503, 1.03860, 1.50185], [1.03274, 1.81936, 0.02202], [3.23001, 1.03123, -0.48712]], "atomic_forces_ev_per_a": [[0.0, 0.0, 0.0], [0.0, 0.0, 0.0], [-0.1, 0.3, 0.0], [0.1, -0.1, -0.1], [0.0, -0.1, 0.0], [0.1, -0.4, -0.1], [-0.2, 0.6, -0.1], [0.1, -0.1, 0.1], [0.0, 0.1, 0.0], [0.1, 0.0, -0.1], [0.0, 0.0, 0.2], [0.1, -0.1, 0.0], [0.1, 0.0, -0.1], [-0.1, 0.0, 0.2], [0.0, -0.1, -0.1], [0.0, -0.1, 0.1], [-0.1, -0.1, 0.1]], "nbo_charge": [-0.61, -0.42, 0.11, -0.73, -0.55, 0.45, -0.54, 0.21, 0.22, 0.20, 0.20, 0.20, 0.17, 0.49, 0.25, 0.23, 0.12], "energy_ha": -346.97617, "smiles": "CC[C@@H](O)CC=O", "de_lowest_kcal_mol": 30.9}



No. 2
{"formula": "C23H27IrN5O2S", "method": "the ωB97M-V functional and the def2-TZVPD basis", "symbols": ["Ir", "C", "C", "C", "C", "C", "C", "C", "S", "O", "O", "N", "C", "C", "C", "C", "C", "N", "H", "H", "H", "H", "H", "H", "H", "H", "H", "H", "H", "C", "C", "C", "C", "N", "N", "H", "H", "H", "H", "H", "H", "H", "H", "H", "H", "H", "H", "N", "C", "C", "C", "C", "C", "C", "C", "H", "H", "H", "H"], "positions_angstrom": [[-0.32594, 1.08085, -0.56149], [-0.18517, -4.50229, 4.20855], [-0.26728, -3.09138, 3.70104], [0.79110, -2.20174, 3.88116], [0.71539, -0.89787, 3.42466], [-0.43974, -0.49150, 2.76979], [-1.51426, -1.35054, 2.57602], [-1.41585, -2.64787, 3.04524], [-0.55814, 1.15741, 2.23565], [-1.59835, 1.21425, 1.12384], [-0.81717, 2.06004, 3.30787], [0.81786, 1.40858, 1.43488], [0.91105, 2.74481, 1.01228], [1.29351, 3.87872, 1.70420], [1.34791, 5.07171, 1.00184], [1.00880, 5.12034, -0.35331], [0.57760, 3.97264, -0.97906], [0.53524, 2.82830, -0.28873], [0.77919, -4.70552, 4.66930], [-0.33567, -5.21541, 3.39708], [-0.96364, -4.68641, 4.95002], [1.68602, -2.53502, 4.39115], [1.53834, -0.20940, 3.56093], [-2.40490, -1.00857, 2.06588], [-2.24576, -3.32918, 2.90472], [1.54112, 3.80825, 2.75307], [1.65716, 5.97548, 1.50905], [1.06000, 6.04577, -0.90704], [0.24895, 3.94157, -2.00889], [3.13492, -0.38711, -0.63205], [2.15318, -1.36406, -1.26562], [1.20055, -1.96302, -0.22756], [2.91561, -2.49547, -1.95351], [1.42337, -0.69520, -2.36808], [0.92100, 0.64611, -2.13308], [3.78241, -0.93204, 0.05418], [2.63096, 0.38840, -0.05473], [3.77457, 0.06703, -1.39268], [1.75279, -2.51023, 0.53782], [0.50987, -2.66330, -0.70417], [0.62689, -1.19118, 0.29223], [3.47136, -3.07281, -1.21510], [3.61084, -2.09448, -2.68962], [2.22978, -3.17380, -2.46509], [0.62056, -1.25558, -2.63948], [0.39565, 0.84301, -2.98574], [1.74703, 1.24150, -2.17742], [-6.07752, -0.08969, -4.97809], [-5.16390, 0.14469, -4.32355], [-4.01553, 0.43287, -3.50575], [-3.66227, 1.75416, -3.23666], [-2.55901, 2.03163, -2.44779], [-1.78113, 1.00300, -1.92284], [-2.14153, -0.31842, -2.21731], [-3.25621, -0.61224, -2.98683], [-4.26158, 2.55806, -3.64215], [-2.32009, 3.06630, -2.23100], [-1.56580, -1.15784, -1.82351], [-3.53413, -1.63635, -3.19453]], "atomic_forces_ev_per_a": [[-0.1, -1.0, 0.2], [0.0, 0.0, 0.0], [0.0, 0.0, 0.0], [0.0, 0.0, 0.0], [-0.1, 0.0, 0.0], [0.0, -0.1, 0.0], [0.0, 0.0, 0.0], [0.0, 0.0, 0.0], [-0.2, 0.5, -0.3], [0.2, 0.1, 0.2], [0.0, 0.0, 0.1], [0.0, 0.0, -0.1], [0.0, 0.1, -0.4], [0.1, 0.0, 0.0], [0.0, 0.0, -0.1], [0.1, 0.0, 0.2], [0.0, 0.0, 0.0], [-0.3, 0.2, 0.5], [0.0, 0.0, 0.0], [0.0, 0.0, 0.0], [0.0, 0.0, 0.0], [0.0, 0.0, 0.0], [0.0, 0.0, 0.0], [0.0, 0.0, 0.0], [0.0, 0.0, 0.0], [0.0, 0.0, 0.0], [0.0, 0.0, 0.0], [0.0, 0.0, 0.0], [0.0, 0.0, 0.0], [0.0, 0.0, -0.1], [-0.1, 0.0, 0.1], [0.0, 0.0, 0.0], [0.0, 0.0, 0.0], [-0.1, 0.0, -0.2], [0.2, 0.0, -0.1], [0.0, 0.0, 0.0], [0.0, 0.0, 0.0], [0.0, 0.0, 0.0], [0.0, 0.0, 0.0], [0.0, 0.0, 0.0], [0.0, 0.0, 0.0], [0.0, 0.0, 0.0], [0.0, 0.0, 0.0], [0.0, 0.0, 0.0], [0.0, 0.0, 0.0], [0.1, 0.1, 0.0], [0.0, 0.0, 0.1], [0.0, 0.0, 0.0], [0.0, 0.0, 0.0], [0.0, -0.1, 0.0], [0.0, 0.0, 0.0], [0.1, 0.1, 0.0], [-0.1, 0.1, -0.1], [0.2, 0.0, 0.1], [-0.1, 0.1, 0.0], [0.0, 0.0, 0.0], [0.0, 0.0, 0.0], [0.0, 0.0, 0.0], [0.0, 0.0, 0.0]], "nbo_charge": [1.02, -0.64, 0.04, -0.21, -0.15, -0.41, -0.11, -0.23, 2.29, -0.94, -0.88, -0.96, 0.36, -0.23, -0.11, -0.25, 0.06, -0.38, 0.23, 0.23, 0.24, 0.23, 0.24, 0.24, 0.23, 0.26, 0.25, 0.25, 0.23, -0.64, 0.09, -0.62, -0.60, -0.46, -0.56, 0.24, 0.22, 0.22, 0.24, 0.21, 0.19, 0.22, 0.23, 0.21, 0.36, 0.41, 0.40, -0.26, 0.26, -0.17, -0.13, -0.27, -0.13, -0.33, -0.13, 0.24, 0.22, 0.21, 0.24], "energy_ha": -1819.12952, "charge": 1, "de_lowest_kcal_mol": 18.2}



No. 3
{"formula": "C9H24Br2F3O7S", "method": "the ωB97M-V functional and the def2-TZVPD basis", "symbols": ["O", "H", "H", "H", "O", "H", "H", "H", "C", "C", "C", "O", "H", "H", "H", "H", "H", "H", "H", "C", "C", "C", "O", "H", "H", "H", "H", "H", "H", "H", "C", "F", "F", "F", "S", "O", "O", "O", "Br", "C", "C", "Br", "H", "H", "H", "H"], "positions_angstrom": [[13.16545, 17.16841, -24.65661], [12.35657, 17.35012, -24.17254], [13.87228, 17.63857, -24.20834], [12.93112, 17.57381, -25.49467], [11.85834, 22.07934, -22.79994], [12.73658, 21.69870, -22.72638], [11.82998, 22.57325, -23.62264], [11.24318, 21.34813, -22.89221], [17.67585, 18.54463, -20.36398], [16.95116, 19.85459, -20.64566], [17.88329, 21.07452, -20.61032], [16.22466, 19.89173, -21.85708], [17.09391, 17.64764, -20.57579], [18.04261, 18.59383, -19.33872], [18.49368, 18.45811, -21.07937], [16.24977, 19.91395, -19.81341], [18.69428, 20.92953, -19.89661], [17.33983, 21.95678, -20.27214], [18.36691, 21.27302, -21.56678], [8.84107, 15.85333, -21.01151], [9.18068, 17.35107, -20.78616], [10.21086, 17.37933, -19.70314], [9.56355, 17.97667, -21.99462], [7.91480, 15.75793, -21.57809], [8.68547, 15.36884, -20.04758], [9.55812, 15.36880, -21.67421], [8.28720, 17.80539, -20.35792], [11.13154, 16.82956, -19.89861], [9.75083, 17.16710, -18.73803], [10.49369, 18.43182, -19.68400], [11.10318, 21.53326, -30.43254], [10.85436, 20.52373, -31.23005], [12.37007, 21.95214, -30.64010], [10.25234, 22.49952, -30.70405], [10.84026, 21.08386, -28.54013], [11.59134, 19.85303, -28.36296], [11.41634, 22.11017, -27.62779], [9.40346, 20.87607, -28.39288], [17.81442, 17.22318, -27.36706], [18.49762, 19.11948, -27.62512], [17.62764, 19.97884, -28.49611], [18.34668, 21.76280, -28.69644], [19.51762, 19.06088, -28.00495], [18.52619, 19.58136, -26.63823], [16.60109, 20.03823, -28.13449], [17.60570, 19.56532, -29.50438]], "atomic_forces_ev_per_a": [[-0.6, -0.6, -0.3], [-1.4, -0.3, 1.6], [1.2, 0.7, 0.5], [0.5, 0.5, -1.5], [-0.1, 0.4, 0.3], [1.5, -0.5, 0.5], [-0.1, 0.8, -1.0], [-1.2, -1.2, 0.3], [0.6, 0.2, -0.9], [-1.5, 0.2, -2.0], [0.3, -0.3, 0.8], [0.3, -0.4, 0.6], [-0.5, 0.2, 0.4], [0.2, -0.4, 0.1], [0.5, 0.0, 0.1], [-0.3, 0.5, 0.6], [0.2, 0.0, 0.3], [-0.1, 0.1, -0.3], [-0.3, -0.2, -0.2], [-0.9, 0.6, -0.5], [0.6, -1.1, -2.5], [0.5, 1.7, 0.4], [0.1, -0.3, 1.1], [-0.3, 0.1, 0.0], [0.2, -0.4, 0.0], [0.5, 0.0, 0.5], [-0.5, 0.4, 0.1], [-0.2, -0.4, 0.0], [0.3, -0.4, 0.2], [0.4, 0.2, 0.4], [0.4, 0.1, 2.8], [0.0, -0.7, -0.4], [-0.4, 0.0, -0.1], [-0.3, 0.9, -0.6], [0.2, -0.5, 2.3], [0.5, -0.5, -0.8], [-0.8, -0.1, -1.9], [0.7, 0.8, -0.8], [0.4, 1.4, -0.4], [0.2, 0.1, 0.9], [-0.6, -1.0, -0.9], [0.1, 0.0, 0.2], [-0.2, -0.3, 0.0], [0.1, -0.5, 0.1], [0.2, 0.2, 0.1], [-0.1, 0.1, 0.0]], "nbo_charge": [-0.75, 0.56, 0.57, 0.57, -0.74, 0.56, 0.57, 0.57, -0.63, 0.10, -0.62, -1.02, 0.20, 0.18, 0.18, 0.09, 0.17, 0.19, 0.20, -0.63, 0.09, -0.63, -1.00, 0.19, 0.18, 0.19, 0.10, 0.19, 0.18, 0.20, 0.74, -0.31, -0.34, -0.32, 2.26, -1.04, -1.01, -0.98, -0.05, -0.40, -0.46, 0.01, 0.22, 0.23, 0.24, 0.22], "energy_ha": -6729.49660, "charge": -1}



No. 4
{"formula": "CH4O3", "method": "the ωB97M-V functional and the def2-TZVPD basis", "symbols": ["O", "C", "O", "H", "H", "O", "H", "H"], "positions_angstrom": [[1.88577, -0.55388, -2.64574], [1.19044, -0.23406, -1.59149], [0.50484, 0.91538, -1.39514], [1.13332, -0.91979, -0.72306], [0.00130, 0.88779, -0.53625], [-1.63478, 0.18515, 1.96572], [-1.46265, 0.51455, 2.87683], [-1.61825, -0.79517, 2.04914]], "atomic_forces_ev_per_a": [[-4.0, 2.3, 5.5], [3.0, -1.5, -4.1], [0.1, -0.7, 0.2], [0.1, 0.1, -0.4], [0.8, -0.1, -1.1], [0.3, -0.7, 0.9], [-0.2, -0.4, -1.0], [-0.1, 1.0, 0.0]], "nbo_charge": [-0.57, 0.63, -0.67, 0.10, 0.51, -0.95, 0.48, 0.47], "energy_ha": -266.20159, "smiles": "O=CO.O", "de_lowest_kcal_mol": 21.6}



No. 5
{"formula": "C23H35N5OPtSTe", "method": "the ωB97M-V functional and the def2-TZVPD basis", "symbols": ["Pt", "N", "C", "C", "C", "N", "C", "C", "N", "C", "H", "H", "H", "H", "H", "H", "H", "H", "H", "H", "H", "H", "H", "H", "H", "H", "C", "C", "C", "N", "C", "S", "N", "C", "O", "C", "C", "C", "C", "C", "C", "H", "H", "H", "H", "H", "H", "H", "H", "H", "H", "H", "H", "H", "H", "Te", "C", "C", "C", "C", "C", "C", "H", "H", "H", "H", "H"], "positions_angstrom": [[-1.28143, -0.25067, -1.38498], [-4.48511, 0.28369, -1.76521], [-4.58675, 0.61469, -3.23586], [-4.26178, -0.61322, -4.07693], [-2.78225, -0.88864, -4.33104], [-2.11811, -1.50235, -3.15661], [-2.03564, 0.36819, -4.77579], [-2.24380, 1.59086, -3.88643], [-1.39534, 1.52813, -2.65849], [-3.72809, 1.83021, -3.58530], [-4.98953, -0.57276, -1.52754], [-4.85783, 1.03180, -1.17795], [-3.48143, 0.13102, -1.49415], [-5.63336, 0.87365, -3.39034], [-4.73426, -0.45763, -5.04889], [-4.75026, -1.49992, -3.66018], [-2.73976, -1.60103, -5.15891], [-1.20729, -1.84550, -3.44948], [-2.63150, -2.32775, -2.85772], [-2.38352, 0.62314, -5.77891], [-0.96750, 0.15571, -4.87450], [-1.91073, 2.46875, -4.44375], [-1.64635, 2.30004, -2.04439], [-0.43571, 1.73299, -2.93174], [-4.16206, 2.24532, -4.49737], [-3.84727, 2.61591, -2.83208], [1.07441, 3.24374, 1.26491], [2.56889, 2.98054, 1.38613], [3.07104, 1.94366, 0.38979], [2.64252, 0.57974, 0.74092], [1.83679, -0.21426, 0.08240], [0.99211, 0.32987, -1.34784], [1.67299, -1.50627, 0.43895], [2.07412, -2.25769, 1.59832], [1.36281, -3.16881, 1.91481], [3.34624, -1.91927, 2.27811], [3.37919, -1.96034, 3.66987], [4.56993, -1.70920, 4.33212], [5.72632, -1.44990, 3.60802], [5.70111, -1.43974, 2.21848], [4.50972, -1.66787, 1.54862], [0.73518, 3.94437, 2.02728], [0.50318, 2.32112, 1.37560], [0.83727, 3.67060, 0.28752], [2.82221, 2.65752, 2.39938], [3.12826, 3.90107, 1.21195], [4.16091, 1.91971, 0.36988], [2.72208, 2.16200, -0.61588], [3.13752, 0.16398, 1.52371], [0.93292, -1.97730, -0.06554], [2.47265, -2.19020, 4.21494], [4.60131, -1.73018, 5.41315], [6.65740, -1.26883, 4.12872], [6.61141, -1.26890, 1.65966], [4.48846, -1.68316, 0.46478], [-1.98800, -1.95785, 0.29812], [-1.23344, -1.29510, 2.13872], [-1.16063, -2.21593, 3.17889], [-0.65361, -1.81950, 4.40863], [-0.20288, -0.51962, 4.59085], [-0.27330, 0.39598, 3.54756], [-0.80518, 0.01411, 2.32397], [-1.47516, -3.24185, 3.03279], [-0.60410, -2.53238, 5.22122], [0.19133, -0.21443, 5.55168], [0.05936, 1.41642, 3.69643], [-0.89666, 0.72954, 1.51692]], "atomic_forces_ev_per_a": [[0.3, -0.1, -0.9], [0.1, 0.1, 0.0], [0.0, 0.0, 0.0], [0.0, 0.0, 0.0], [0.1, 0.0, -0.1], [-0.3, 0.1, 0.2], [0.0, 0.0, 0.0], [0.0, 0.0, 0.0], [0.0, 0.0, -0.1], [0.0, 0.0, 0.0], [0.0, 0.0, 0.0], [0.0, 0.0, 0.0], [-0.2, -0.1, 0.2], [0.0, 0.0, 0.0], [0.0, 0.0, 0.0], [0.0, 0.0, 0.0], [0.0, 0.0, 0.0], [0.0, 0.0, 0.1], [0.0, 0.0, 0.0], [0.0, 0.0, 0.0], [0.0, 0.0, 0.0], [0.0, 0.0, 0.0], [0.0, 0.0, 0.0], [0.0, 0.0, -0.1], [0.0, 0.0, 0.0], [0.0, 0.0, 0.0], [0.0, 0.0, 0.0], [0.0, 0.0, 0.0], [0.0, 0.0, 0.0], [0.0, 0.0, -0.1], [0.0, 0.0, 0.1], [-0.1, 0.2, 0.4], [0.0, 0.1, 0.0], [0.0, 0.0, 0.0], [0.0, 0.0, 0.0], [0.0, 0.0, 0.0], [0.0, 0.0, 0.0], [0.0, 0.0, 0.0], [0.0, 0.0, 0.0], [0.0, 0.0, 0.0], [0.0, 0.0, 0.0], [0.0, 0.0, 0.0], [0.0, 0.0, 0.0], [0.0, 0.0, 0.0], [0.0, 0.0, 0.0], [0.0, 0.0, 0.0], [0.0, 0.0, 0.0], [0.0, 0.0, 0.0], [0.0, 0.0, 0.0], [-0.1, 0.0, 0.0], [0.0, 0.0, 0.0], [0.0, 0.0, 0.0], [0.0, 0.0, 0.0], [0.0, 0.0, 0.0], [0.0, 0.0, 0.0], [0.0, -0.1, 0.0], [0.0, 0.0, 0.0], [0.0, 0.0, 0.0], [0.0, 0.0, 0.0], [0.0, 0.0, 0.0], [0.0, 0.0, 0.0], [0.0, 0.0, 0.0], [0.0, 0.0, 0.0], [0.0, 0.0, 0.0], [0.0, 0.0, 0.0], [0.0, 0.0, 0.0], [0.0, 0.0, 0.0]], "nbo_charge": [0.40, -0.72, -0.05, -0.44, -0.06, -0.85, -0.43, -0.06, -0.83, -0.45, 0.44, 0.44, 0.41, 0.24, 0.27, 0.23, 0.23, 0.41, 0.40, 0.25, 0.24, 0.23, 0.40, 0.41, 0.27, 0.23, -0.61, -0.41, -0.22, -0.54, 0.41, -0.24, -0.65, 0.68, -0.50, -0.16, -0.16, -0.20, -0.16, -0.21, -0.22, 0.23, 0.19, 0.20, 0.21, 0.23, 0.23, 0.22, 0.44, 0.44, 0.24, 0.24, 0.24, 0.24, 0.22, 0.18, -0.27, -0.22, -0.21, -0.14, -0.23, -0.27, 0.23, 0.24, 0.22, 0.22, 0.21], "energy_ha": -2031.50608, "charge": 2}



Which formula does entry 5 have?
C23H35N5OPtSTe